1.
C4H5FO | wB97M-V/def2-TZVPD

Last column: Mulliken charge in e.
CARTESIAN COORDINATES (ANGSTROEM)
F -2.2505 -0.8405 -0.0353  -0.25
O 1.3285 -0.0632 -0.7529  -0.39
C -0.9027 1.1764 -0.1435  -0.97
C -1.0540 -0.2518 -0.3853  0.39
C 1.2481 -0.4100 0.5433  -0.42
C 0.2765 -0.8054 -0.3832  0.15
H 0.9474 0.6958 1.0615  0.20
H -1.7114 1.7432 0.1771  0.32
H 1.8101 -1.1171 1.0742  0.32
H 0.3596 -1.9183 -0.7755  0.29
H -0.0516 1.7909 -0.3805  0.36

Forces on the atoms, in the same order (eV/Å):
F 2.097 -0.036 -0.728
O 2.670 1.206 -3.899
C -1.532 -4.660 -1.809
C -0.581 8.136 2.208
C -0.898 4.763 4.977
C -2.755 -7.120 -1.987
H 0.862 -3.684 -0.147
H -1.702 0.720 0.443
H 1.618 -0.699 0.234
H -0.221 1.974 0.890
H 0.443 -0.600 -0.183

Net charge: 0
Energy relative to the best compared isomer or geometry (same formula, charge and spin): 85.0 kcal per mole
Calculated total energy: -8989.3428 eV
Highest occupied orbital energy: -9.00 eV

=====

2.
C14H30N4O | wB97M-V/def2-TZVPD

Last column: Mulliken charge in e.
CARTESIAN COORDINATES (ANGSTROEM)
O -0.7980 -1.9819 -1.4397  -0.38
N -1.8323 3.2699 -4.3940  -0.35
N -2.9098 2.5538 -3.8979  -0.62
N 2.7220 -2.7967 3.3096  0.20
N 4.3670 -1.5932 4.0511  0.13
C 0.0502 -1.5446 -0.3133  -0.48
C -3.3715 3.0612 -2.5501  -0.55
C 2.2990 -5.2506 3.5542  -1.44
C -1.3040 5.7129 -3.9489  -0.88
C -2.2471 4.6724 -4.8576  -0.39
C 5.6561 -1.2386 4.6303  -0.81
C 1.8875 -3.9413 2.9109  -0.17
C -1.5435 -0.7978 -1.9797  -0.27
C 2.3349 -1.4667 3.2008  -0.48
C -3.1208 1.9984 -1.3033  -0.40
C 3.3694 -0.7114 3.6747  -0.34
C -3.8996 0.5647 -1.4796  -0.52
C 3.9693 -2.8507 3.8050  -0.21
C -2.9339 -0.7043 -1.0948  -0.45
H 6.4525 -1.6065 3.9778  0.35
H -4.3572 0.4301 -2.5637  0.29
H -0.8554 0.1606 -1.8722  0.19
H 5.7397 -1.7029 5.6166  0.34
H 1.9341 -4.0210 1.8199  0.30
H -0.2631 -0.5123 0.1435  0.27
H -0.3507 6.0509 -4.5560  0.30
H -1.7406 -1.0220 -3.1113  0.29
H -2.0078 4.8854 -5.9836  0.34
H -2.6352 -0.7305 0.0395  0.20
H -3.5768 2.5366 -0.3405  0.34
H 0.8528 -3.7118 3.1908  0.39
H 4.5573 -3.7424 3.9882  0.33
H -3.4105 4.8682 -4.6758  0.19
H 0.0781 -2.3159 0.5731  0.04
H 3.5249 0.3473 3.7932  0.42
H -1.5580 2.7860 -5.2968  0.27
H -4.8201 0.5947 -0.7215  0.28
H 1.3638 -1.2329 2.8005  0.45
H 2.2971 -5.1670 4.6453  0.38
H -1.9654 1.9148 -1.1189  0.13
H -0.8792 5.1540 -2.9846  0.25
H 5.7404 -0.1533 4.7318  0.28
H 1.6087 -6.0505 3.2679  0.37
H 1.1533 -1.4467 -0.7130  0.25
H 3.3034 -5.5469 3.2374  0.39
H -4.5486 3.2152 -2.6300  0.17
H -3.5470 -1.6946 -1.3047  0.23
H -1.8831 6.6792 -3.6188  0.23
H -2.9022 4.0784 -2.2119  0.17

Forces on the atoms, in the same order (eV/Å):
O 0.629 1.997 1.497
N 0.515 1.298 -2.362
N -1.954 -0.640 2.315
N 0.160 0.203 0.174
N -0.219 0.081 -0.144
C 0.787 0.085 -0.113
C -0.114 -0.527 -0.459
C 0.351 0.024 0.210
C 0.228 0.152 0.010
C 0.661 1.513 0.811
C 0.214 -0.098 0.084
C -0.394 -0.172 -0.296
C -0.539 0.075 0.343
C 0.520 -0.364 0.269
C -0.595 0.971 0.356
C -0.019 -0.663 -0.078
C 0.083 0.210 0.540
C -0.313 0.234 -0.053
C -0.274 -0.280 -0.829
H -0.052 0.117 0.138
H 1.281 0.373 2.171
H -1.625 -1.928 -0.383
H 0.072 0.138 -0.137
H -0.059 0.054 0.104
H 0.392 -1.881 -0.965
H -1.892 -0.616 1.106
H 0.297 0.537 2.271
H -0.410 -0.472 1.855
H -0.581 0.280 -2.063
H 0.985 -1.154 -1.731
H 0.261 0.141 -0.104
H -0.225 0.266 -0.022
H 2.560 -0.579 -0.308
H -0.354 1.124 -1.783
H -0.235 -0.019 -0.100
H -0.480 0.510 1.618
H 1.942 -0.297 -1.626
H 0.046 0.236 0.024
H -0.058 -0.050 -0.103
H -2.144 -0.117 -0.464
H -1.190 1.124 -2.163
H -0.127 -0.271 -0.081
H 0.116 0.262 -0.002
H -1.952 -0.074 0.799
H -0.128 -0.072 -0.005
H 2.135 -0.246 0.455
H 1.380 1.864 0.434
H 1.069 -1.733 -0.622
H -0.748 -1.615 -0.590

Net charge: 0
Energy relative to the best compared isomer or geometry (same formula, charge and spin): 91.9 kcal per mole
Calculated total energy: -23001.6634 eV
Highest occupied orbital energy: -2.63 eV

=====

3.
C21H33CdN6O3SSbSe4 | wB97M-V/def2-TZVPD

Last column: Mulliken charge in e.
CARTESIAN COORDINATES (ANGSTROEM)
Sb 5.0351 2.4051 2.4123  0.63
Cd 2.7691 -0.1534 0.2977  1.42
Se 2.7542 2.7350 3.3035  -0.53
Se 6.7453 2.1093 4.1136  -0.77
Se 5.0728 0.0773 1.2267  -0.61
Se 5.4957 3.9819 0.5966  -0.76
S 2.7090 -1.4082 -2.3481  1.34
O 1.9629 -2.0696 -3.3961  -0.68
O 2.2280 -0.0422 -2.0228  -0.72
O 2.8445 -2.1709 -1.0849  -0.79
N -1.9270 -0.0144 -2.7405  0.05
N -3.0925 -1.4640 -1.3378  0.47
N -0.7653 -0.9407 -0.9935  0.29
N 0.7730 2.8180 0.1913  0.94
N -0.9685 2.1246 1.5384  0.77
N 0.6778 0.5863 0.8018  1.51
C -1.8666 -0.8481 -1.6304  0.12
C -3.4126 -1.9261 -0.0041  -0.81
C 2.1422 2.7581 -0.2971  -0.75
C 0.2531 -0.4115 1.7204  0.13
C 0.0935 4.0775 -0.0268  -1.37
C 0.4409 -0.2076 3.0649  -0.43
C -0.1249 -1.7137 1.2410  -0.24
C -0.9019 3.0950 2.6134  -1.05
C -0.6651 0.5532 -3.1886  -0.69
C -0.5192 -4.3618 0.3687  -0.88
C 0.3302 -1.2715 3.9812  -0.99
C -0.6335 -3.2937 -0.5362  -0.10
C -2.0994 1.2333 1.5598  -1.21
C -0.5141 -1.9897 -0.1111  -0.09
C 4.3707 -1.1880 -2.9351  -1.07
C -0.1273 -2.7929 2.1628  1.50
C 0.0873 -2.5393 3.5430  -0.89
C -0.3247 -4.1167 1.6977  -0.87
C 0.2046 1.7982 0.8602  -2.18
C -3.0505 0.8893 -2.8866  -1.24
C -3.7715 -2.1911 -2.3878  -1.27
H -3.3045 1.0107 -3.9431  0.31
H 2.5354 3.7666 -0.3932  0.58
H 0.8170 0.7546 3.3953  0.19
H -3.0200 1.8225 1.4709  0.54
H -3.1555 -2.9785 0.1572  0.29
H -0.3401 1.3742 -2.5368  0.11
H -0.8296 -3.4770 -1.5857  0.55
H -4.8553 -2.0545 -2.3072  0.32
H -2.8088 1.8820 -2.4820  0.31
H -1.0220 2.5920 3.5811  0.34
H 4.8782 -0.4892 -2.2707  0.29
H 0.5222 -1.0758 5.0290  0.40
H 4.8685 -2.1548 -2.9121  0.33
H -3.4437 -1.8332 -3.3605  0.40
H -0.9795 3.9633 0.1079  0.42
H 0.0862 -3.3773 4.2305  0.39
H -3.5594 -3.2676 -2.3221  0.30
H 0.1212 -0.1936 -3.1693  0.15
H -0.2781 -4.9281 2.4148  0.37
H -0.7998 0.9319 -4.2040  0.28
H -3.9196 0.5066 -2.3578  0.42
H 0.2865 4.4016 -1.0515  0.46
H 2.2133 2.2287 -1.2490  0.11
H -0.6139 -5.3791 0.0075  0.34
H -2.8869 -1.3381 0.7436  0.15
H -2.0404 0.5600 0.7069  0.23
H 4.3242 -0.8012 -3.9510  0.31
H -2.1569 0.6374 2.4792  0.24
H -4.4891 -1.7995 0.1526  0.37
H 0.0760 3.5758 2.6254  0.18
H 2.7763 2.3095 0.4663  -0.46
H 0.4645 4.8542 0.6491  0.34
H -1.6918 3.8492 2.5113  0.28

Forces on the atoms, in the same order (eV/Å):
Sb 0.025 -0.007 -0.068
Cd 0.224 0.318 0.136
Se -0.041 -0.029 -0.012
Se -0.026 0.050 -0.036
Se -0.217 -0.132 0.009
Se 0.015 0.014 0.057
S 0.072 0.066 0.448
O -0.061 -0.030 -0.013
O 0.222 -0.296 -0.256
O -0.187 0.202 -0.342
N -0.021 -0.070 0.025
N 0.023 -0.051 0.016
N -0.042 -0.058 0.102
N -0.045 0.026 -0.001
N -0.018 0.060 0.052
N -0.083 -0.288 -0.031
C 0.061 0.132 -0.084
C 0.001 0.017 -0.013
C 0.004 0.003 0.089
C 0.177 0.057 0.057
C 0.006 0.011 -0.049
C 0.042 -0.073 0.036
C -0.040 0.093 0.008
C 0.006 -0.053 0.031
C 0.017 0.035 0.045
C 0.007 0.012 0.029
C -0.019 0.030 -0.020
C 0.013 -0.010 0.018
C 0.052 0.004 -0.023
C -0.009 0.052 -0.114
C -0.014 -0.021 -0.014
C -0.006 0.018 0.103
C -0.004 0.009 -0.080
C 0.002 -0.048 -0.021
C -0.127 0.011 0.005
C 0.000 0.007 0.016
C -0.012 0.011 0.007
H 0.012 0.010 -0.004
H -0.004 0.014 -0.032
H 0.034 0.010 -0.002
H -0.001 0.000 0.000
H -0.002 -0.007 -0.008
H -0.003 -0.012 -0.006
H -0.002 0.002 0.000
H -0.003 -0.003 -0.002
H -0.002 -0.008 0.010
H -0.013 0.007 -0.002
H -0.007 -0.032 0.025
H 0.001 -0.017 0.002
H -0.019 -0.012 -0.041
H 0.001 -0.001 0.007
H 0.019 -0.002 -0.003
H -0.010 -0.003 -0.001
H -0.001 -0.002 0.001
H -0.027 -0.030 -0.036
H -0.004 -0.002 -0.003
H -0.005 -0.002 -0.006
H -0.004 -0.007 -0.014
H 0.006 0.003 -0.004
H -0.004 -0.002 -0.007
H -0.003 -0.003 0.002
H 0.001 -0.027 -0.014
H 0.008 0.019 0.006
H 0.014 0.041 0.023
H -0.012 -0.012 -0.002
H 0.000 0.000 0.012
H -0.003 0.001 -0.008
H 0.007 0.014 -0.014
H 0.018 -0.021 0.013
H 0.010 0.012 -0.001

Net charge: -2
Energy relative to the best compared isomer or geometry (same formula, charge and spin): 22.5 kcal per mole
Calculated total energy: -320722.9200 eV
Highest occupied orbital energy: -1.15 eV

=====

4.
C14H21AsN2O5OsSSi2 | wB97M-V/def2-TZVPD

Last column: Mulliken charge in e.
CARTESIAN COORDINATES (ANGSTROEM)
Os -0.4143 -0.2077 -2.0333  0.99
As 0.3823 -0.1907 0.3045  -0.10
S -0.8938 -4.2942 -4.1152  -0.32
Si -1.1339 -0.1748 2.1958  0.40
Si 1.6615 -2.2209 0.6711  0.49
O -0.0129 5.9186 -2.3380  -0.52
O 3.1025 1.7301 -2.1068  -0.59
O -3.8036 2.0685 -1.4938  -0.61
O -2.3252 0.4054 -2.0022  -0.71
O 1.4612 0.2480 -2.7987  -0.64
N -0.6573 -2.0679 -2.4515  -0.53
N -0.3491 1.7851 -2.0528  -0.14
C 0.5462 -3.7413 0.7012  -1.08
C -0.8288 -3.1783 -2.9696  0.56
C -1.4473 3.9683 -2.0007  -0.58
C 0.9374 3.8054 -2.3123  -0.41
C -2.2702 1.3918 2.0933  -1.02
C -0.2185 4.5793 -2.1813  0.96
C 1.9638 1.4385 -2.3697  0.18
C -2.6942 1.7010 -1.8507  0.30
C 2.9803 -2.2796 -0.5373  -1.08
C 0.8295 2.4423 -2.3369  0.34
C -1.4748 2.5726 -1.9725  0.26
C -2.0429 -1.8322 2.0119  -1.08
C 2.5041 -1.9085 2.3668  -1.21
C 0.0087 -0.2089 3.7370  -1.15
H 0.8090 -4.3948 -0.1560  0.38
H -0.8320 6.4303 -2.1909  0.32
H 3.4600 -2.4785 2.2311  0.36
H -2.4302 4.4613 -1.9322  0.41
H -1.4617 -2.5776 2.5533  0.34
H 2.6893 -0.8973 2.6248  0.35
H 3.6275 -1.4303 -0.4293  0.30
H -0.5742 0.3118 4.5401  0.36
H -0.5148 -3.4759 0.6091  0.23
H -1.6565 2.2872 2.0758  0.31
H 1.9134 -2.3799 3.1258  0.30
H 0.2053 -1.2058 4.1417  0.33
H 3.4246 -3.2311 -0.3008  0.40
H 0.8528 -4.3659 1.5383  0.39
H -2.9831 -1.6674 2.5915  0.40
H 2.7321 -2.3476 -1.5992  0.35
H -2.9093 1.4701 2.9875  0.38
H -2.1669 -2.1365 0.9378  0.26
H 1.9050 4.2773 -2.3181  0.55
H 0.9702 0.2933 3.6124  0.32
H -2.8714 1.3072 1.1989  0.24

Forces on the atoms, in the same order (eV/Å):
Os -0.346 0.860 -0.064
As -0.114 -0.657 0.776
S -0.194 -0.128 1.055
Si 0.601 0.135 -0.462
Si -1.245 1.331 1.386
O -0.833 -0.250 0.487
O -0.431 -0.428 -0.174
O 1.554 -0.247 -0.920
O -1.243 0.689 0.045
O 1.153 0.782 0.963
N -0.665 -4.471 -1.181
N -0.087 4.137 -1.329
C 0.719 -0.169 -1.068
C 1.018 4.133 -0.115
C -0.861 -1.013 -0.096
C -0.213 -0.271 0.143
C 0.788 -1.145 0.791
C 0.478 0.904 -0.511
C -0.665 -0.850 -1.177
C -0.478 -1.236 1.286
C -0.021 -0.275 -1.514
C -0.624 -1.208 1.744
C 1.040 -0.736 0.032
C -0.302 0.818 0.153
C 0.346 -1.849 -1.637
C -1.158 0.491 0.534
H -0.236 0.532 0.070
H 0.446 -0.427 -0.085
H -0.539 0.536 0.528
H 0.706 -0.027 -0.031
H -0.007 -0.138 -0.119
H 0.284 0.899 0.054
H 0.656 0.190 0.218
H 0.582 -0.196 -0.456
H 0.400 -0.429 0.422
H 0.099 0.135 -0.201
H -0.178 -0.274 0.624
H -0.089 -0.001 -0.332
H 0.952 -0.360 0.143
H -0.620 0.138 0.494
H 0.275 -0.506 -0.791
H -0.354 0.112 0.124
H 0.063 -0.162 -0.342
H -0.315 0.364 1.171
H 0.157 0.018 -0.358
H -0.244 0.097 -0.060
H -0.256 0.154 -0.221

Multiplicity: 5
Net charge: 0
Energy relative to the best compared isomer or geometry (same formula, charge and spin): 5.9 kcal per mole
<S²>: 6.041
Calculated total energy: -117972.8865 eV
Highest occupied orbital energy (spin up / spin down): -6.89 / -7.98 eV